A 2-piece molecular cluster, C8H9NO3 overall at a distorted geometry. Source: OMol25; level of theory: ωB97M-V/def2-TZVPD.

Positions of all 21 atoms, in Å:
C (2.614, 1.494, -0.764)
N (1.898, 0.223, -0.588)
C (0.981, -0.097, 0.199)
C (0.588, -1.433, 0.066)
C (-0.630, -1.884, 0.500)
C (-1.459, -0.962, 1.326)
C (-1.182, 0.317, 1.484)
C (0.111, 0.923, 0.967)
O (-0.211, 2.031, 0.153)
H (1.961, 2.295, -0.687)
H (3.500, 1.424, -0.142)
H (3.110, 1.508, -1.779)
H (1.307, -2.054, -0.450)
H (-0.912, -2.900, 0.470)
H (-2.576, -1.344, 1.481)
H (-1.916, 1.004, 2.018)
H (0.642, 1.273, 1.792)
H (-0.286, 1.701, -0.787)
O (-3.310, -1.730, -1.133)
C (-2.530, -1.146, -1.773)
O (-1.697, -0.645, -2.351)

The multiplicity is 1. As for the orbital gap: 8.67 eV. The net charge is 0. The lowest unoccupied orbital energy is 0.03 eV. As for the energy relative to the best compared isomer or geometry (same formula, charge and spin): 52.3 kcal per mole. As for the SMILES: C/N=C1/C=CC=C[C@@H]1O.O=C=O. For the total energy, the calculation gives -590.6555 a.u.

Here are the natural (NBO) charges for atoms 1 to 4, given in e: number 1, C, carries -0.454; number 2, N, carries -0.386; number 3, C, carries 0.189; number 4, C, carries -0.184

---

The molecule C4H6N2S at a distorted geometry. Source: OMol25; level of theory: ωB97M-V/def2-TZVPD.

Positions of all 13 atoms, in Å:
S (-3.201, 0.184, -0.163)
C (-1.663, -0.048, -0.555)
C (-0.566, 0.046, 0.480)
C (0.276, 1.273, 0.252)
N (1.389, 1.076, -0.361)
N (1.504, -0.230, -0.606)
C (0.636, -0.986, 0.225)
H (-1.299, -0.058, -1.586)
H (-0.868, -0.010, 1.528)
H (-0.104, 2.267, 0.444)
H (2.500, -0.426, -0.687)
H (1.084, -1.138, 1.243)
H (0.310, -1.949, -0.214)

The multiplicity is 1. As for the orbital gap: 8.18 eV. The net charge is 0. The lowest unoccupied orbital energy is -0.39 eV. As for the energy relative to the best compared isomer or geometry (same formula, charge and spin): 55.6 kcal per mole. As for the SMILES: S=C[C@@H]1C=NNC1. For the total energy, the calculation gives -663.6399 a.u.

Here are the natural (NBO) charges for atoms 1 to 4, given in e: number 1, S, carries 0.082; number 2, C, carries -0.263; number 3, C, carries -0.365; number 4, C, carries -0.020

---

C39H32ClMnN2O8P2 as an isolated structure. Source: OMol25; level of theory: ωB97M-V/def2-TZVPD.

Positions of all 85 atoms, in Å:
Mn (2.019, 0.097, 1.320)
O (4.549, -1.331, -1.597)
C (3.830, -1.074, -0.642)
O (3.259, 0.036, -0.346)
C (3.573, -2.199, 0.403)
C (4.329, -3.345, 0.574)
C (4.047, -4.138, 1.686)
C (3.079, -3.756, 2.608)
C (2.364, -2.595, 2.348)
N (2.580, -1.930, 1.229)
C (1.353, -1.912, 3.313)
O (0.959, -2.562, 4.269)
O (1.070, -0.701, 2.994)
H (5.123, -3.574, -0.122)
H (4.618, -5.045, 1.854)
H (2.891, -4.302, 3.522)
C (-0.532, 1.391, -1.452)
N (-1.764, 0.672, -1.173)
C (-1.876, -0.240, -0.049)
P (-0.368, -1.310, 0.192)
C (-0.318, -2.139, -1.448)
C (-1.336, -2.951, -1.948)
C (-1.233, -3.512, -3.211)
C (-0.105, -3.272, -3.989)
C (0.913, -2.468, -3.504)
C (0.805, -1.904, -2.237)
C (-1.080, -2.589, 1.284)
C (-0.718, -3.928, 1.144)
C (-1.159, -4.879, 2.053)
C (-1.958, -4.502, 3.122)
C (-2.300, -3.168, 3.286)
C (-1.859, -2.217, 2.379)
C (-2.829, 0.820, -2.050)
C (-2.627, 1.269, -3.365)
C (-3.695, 1.425, -4.235)
C (-4.992, 1.135, -3.839)
C (-5.201, 0.690, -2.540)
C (-4.147, 0.539, -1.655)
P (0.478, 1.875, 0.039)
C (-0.751, 2.774, 1.040)
C (-1.648, 3.696, 0.503)
C (-2.606, 4.291, 1.308)
C (-2.666, 3.974, 2.662)
C (-1.773, 3.064, 3.205)
C (-0.818, 2.458, 2.395)
C (1.484, 3.182, -0.742)
C (1.593, 4.453, -0.185)
C (2.447, 5.393, -0.743)
C (3.208, 5.070, -1.857)
C (3.119, 3.798, -2.407)
C (2.270, 2.856, -1.847)
H (-0.785, 2.316, -1.970)
H (0.141, 0.824, -2.108)
H (-2.713, -0.913, -0.216)
H (-2.056, 0.300, 0.889)
H (-2.216, -3.144, -1.345)
H (-2.032, -4.138, -3.590)
H (-0.022, -3.720, -4.972)
H (1.801, -2.285, -4.095)
H (1.612, -1.285, -1.854)
H (-0.078, -4.231, 0.324)
H (-0.866, -5.914, 1.930)
H (-2.293, -5.241, 3.839)
H (-2.887, -2.858, 4.141)
H (-2.089, -1.174, 2.558)
H (-1.626, 1.467, -3.721)
H (-3.500, 1.768, -5.244)
H (-5.821, 1.253, -4.525)
H (-6.206, 0.469, -2.199)
H (-4.354, 0.232, -0.639)
H (-1.594, 3.956, -0.548)
H (-3.306, 4.999, 0.882)
H (-3.414, 4.440, 3.291)
H (-1.809, 2.824, 4.260)
H (-0.122, 1.741, 2.821)
H (1.020, 4.706, 0.697)
H (2.527, 6.376, -0.296)
H (3.888, 5.798, -2.281)
H (3.731, 3.527, -3.257)
H (2.261, 1.850, -2.248)
O (2.749, 1.685, 4.462)
Cl (3.459, 1.740, 3.222)
O (4.577, 2.627, 3.295)
O (3.889, 0.398, 2.805)
O (2.533, 2.188, 2.147)

The multiplicity is 6. As for the orbital gap (alpha / beta): 7.49 / 8.06 eV. The net charge is -1. The lowest unoccupied orbital energy (alpha / beta) is 2.36 / 2.36 eV. As for the energy relative to the best compared isomer or geometry (same formula, charge and spin): 39.8 kcal per mole. For the total energy, the calculation gives -4510.6870 a.u.

Here are the Löwdin charges for atoms 1 to 4, given in e: number 1, Mn, carries 0.675; number 2, O, carries 0.030; number 3, C, carries -0.611; number 4, O, carries -0.125

---

The molecule C22H24N4O5 at a distorted geometry. Source: OMol25; level of theory: ωB97M-V/def2-TZVPD.

Positions of all 55 atoms, in Å:
C (-1.972, 0.965, -3.936)
O (-0.936, 0.450, -3.138)
C (-0.356, 1.383, -2.257)
C (0.553, 2.418, -2.933)
C (1.625, 1.762, -3.812)
N (2.410, 0.794, -3.078)
C (3.288, 1.164, -2.130)
O (3.630, 2.307, -1.914)
C (3.803, -0.030, -1.306)
N (2.722, -0.600, -0.534)
C (1.864, -1.498, -1.059)
O (2.025, -1.999, -2.162)
C (0.701, -1.794, -0.171)
N (0.475, -0.891, 0.732)
N (-0.548, -0.973, 1.572)
C (-0.663, 0.135, 2.450)
C (-0.306, 1.399, 1.984)
C (-0.390, 2.492, 2.815)
C (-0.837, 2.350, 4.132)
O (-0.891, 3.491, 4.865)
C (-1.345, 3.419, 6.196)
C (-1.185, 1.084, 4.594)
C (-1.093, -0.016, 3.760)
C (-1.495, -2.000, 1.559)
O (-2.445, -1.997, 2.316)
C (-1.240, -3.037, 0.558)
C (-2.111, -4.125, 0.482)
C (-1.899, -5.113, -0.452)
C (-0.815, -5.027, -1.326)
C (0.053, -3.961, -1.268)
C (-0.147, -2.945, -0.325)
H (-2.392, 0.117, -4.474)
H (-2.753, 1.427, -3.319)
H (-1.609, 1.704, -4.659)
H (-1.141, 1.905, -1.687)
H (0.232, 0.778, -1.560)
H (1.042, 3.002, -2.153)
H (-0.038, 3.099, -3.547)
H (1.161, 1.244, -4.652)
H (2.297, 2.539, -4.187)
H (2.141, -0.178, -3.145)
H (4.592, 0.308, -0.634)
H (4.184, -0.803, -1.978)
H (2.443, -0.144, 0.323)
H (0.033, 1.513, 0.966)
H (-0.120, 3.476, 2.467)
H (-0.693, 2.787, 6.808)
H (-2.372, 3.045, 6.250)
H (-1.313, 4.440, 6.572)
H (-1.526, 0.937, 5.606)
H (-1.365, -0.989, 4.134)
H (-2.940, -4.163, 1.172)
H (-2.571, -5.957, -0.511)
H (-0.657, -5.805, -2.057)
H (0.885, -3.886, -1.949)

The multiplicity is 1. As for the orbital gap: 8.04 eV. The net charge is 0. The lowest unoccupied orbital energy is -0.22 eV. As for the energy relative to the best compared isomer or geometry (same formula, charge and spin): 17.7 kcal per mole. As for the SMILES: COCCCNC(=O)CNC(=O)c1nn(-c2ccc(OC)cc2)c(=O)c2ccccc12. For the total energy, the calculation gives -1447.9939 a.u.

Here are the natural (NBO) charges for atoms 1 to 4, given in e: number 1, C, carries -0.250; number 2, O, carries -0.544; number 3, C, carries -0.066; number 4, C, carries -0.446

---

C66H65MoN11P2S3Si2 as an isolated structure at a distorted geometry. Source: OMol25; level of theory: ωB97M-V/def2-TZVPD.

Positions of all 150 atoms, in Å:
Mo (-0.628, -0.446, -0.015)
C (-2.851, 3.161, 0.310)
Si (-2.002, 2.626, 1.921)
C (-3.361, 2.348, 3.214)
C (-1.013, 4.092, 2.577)
N (-0.992, 1.235, 1.570)
P (0.240, 0.676, 2.472)
C (1.025, -0.134, 1.171)
P (2.327, -0.555, 0.124)
N (1.388, -0.638, -1.194)
Si (2.042, -1.047, -2.776)
C (1.678, -2.814, -3.370)
C (3.927, -0.912, -2.869)
C (1.362, 0.108, -4.106)
C (3.588, 0.746, 0.176)
C (4.420, 0.881, 1.288)
C (5.342, 1.914, 1.340)
C (5.413, 2.834, 0.303)
C (4.552, 2.734, -0.780)
C (3.644, 1.688, -0.846)
C (3.238, -2.139, 0.252)
C (2.585, -3.244, -0.296)
C (3.245, -4.453, -0.443)
C (4.571, -4.572, -0.056)
C (5.227, -3.478, 0.490)
C (4.570, -2.265, 0.642)
C (1.193, 1.852, 3.452)
C (0.949, 2.074, 4.807)
C (1.729, 2.981, 5.504)
C (2.752, 3.664, 4.859)
C (2.984, 3.460, 3.506)
C (2.201, 2.561, 2.801)
C (-0.488, -0.467, 3.692)
C (0.199, -1.044, 4.683)
C (-0.447, -1.909, 5.671)
C (-1.738, -2.227, 5.582)
C (-2.586, -1.779, 4.431)
C (-1.949, -0.746, 3.470)
H (-3.925, 3.287, 0.471)
H (-2.716, 2.449, -0.502)
H (-2.461, 4.127, -0.016)
H (-3.870, 3.304, 3.365)
H (-2.963, 2.050, 4.187)
H (-4.122, 1.622, 2.913)
H (-1.622, 4.992, 2.448)
H (-0.064, 4.251, 2.062)
H (-0.799, 3.992, 3.641)
H (2.487, -3.490, -3.091)
H (1.615, -2.806, -4.462)
H (0.749, -3.230, -2.986)
H (4.431, -1.309, -1.988)
H (4.277, 0.109, -3.021)
H (4.261, -1.500, -3.728)
H (0.348, -0.169, -4.395)
H (2.000, 0.002, -4.988)
H (1.364, 1.163, -3.820)
H (4.326, 0.201, 2.127)
H (6.001, 2.009, 2.194)
H (6.132, 3.642, 0.343)
H (4.587, 3.474, -1.570)
H (2.967, 1.593, -1.687)
H (1.566, -3.140, -0.649)
H (2.731, -5.303, -0.875)
H (5.098, -5.506, -0.194)
H (6.270, -3.556, 0.769)
H (5.114, -1.425, 1.043)
H (0.151, 1.548, 5.314)
H (1.545, 3.154, 6.557)
H (3.364, 4.363, 5.413)
H (3.776, 3.997, 3.001)
H (2.360, 2.405, 1.742)
H (1.253, -0.827, 4.816)
H (0.153, -2.258, 6.501)
H (-2.218, -2.825, 6.347)
H (-3.569, -1.471, 4.787)
H (-2.492, 0.187, 3.388)
S (2.229, -4.448, 3.020)
C (2.747, -5.636, 4.132)
C (1.707, -6.176, 4.821)
C (0.465, -5.612, 4.449)
C (0.564, -4.667, 3.462)
C (-0.502, -3.806, 2.943)
C (-0.187, -2.787, 1.944)
N (-0.988, -1.880, 1.498)
C (-2.220, -1.682, 2.236)
C (-2.731, -2.800, 3.215)
C (-4.153, -3.216, 3.053)
C (-5.019, -2.532, 2.314)
C (-4.595, -1.462, 1.410)
C (-5.494, -0.826, 0.567)
C (-5.028, 0.037, -0.423)
C (-3.647, 0.135, -0.570)
N (-2.765, -0.432, 0.259)
C (-3.241, -1.157, 1.284)
C (-5.928, 0.786, -1.293)
C (-7.297, 0.773, -1.325)
C (-7.847, 1.664, -2.277)
C (-6.893, 2.350, -2.959)
S (-5.316, 1.928, -2.453)
C (-1.765, -3.911, 3.385)
H (3.801, -5.854, 4.214)
H (1.823, -6.943, 5.572)
H (-0.471, -5.902, 4.905)
H (0.796, -2.818, 1.490)
H (-4.480, -4.061, 3.650)
H (-6.064, -2.815, 2.273)
H (-6.554, -1.021, 0.667)
H (-3.248, 0.680, -1.409)
H (-7.907, 0.141, -0.696)
H (-8.906, 1.791, -2.441)
H (-7.022, 3.091, -3.732)
H (-2.070, -4.725, 4.032)
S (-1.199, -2.766, -1.134)
C (-1.704, -3.177, -2.701)
N (-1.986, -4.509, -2.889)
C (-2.381, -5.000, -4.080)
C (-2.492, -4.154, -5.142)
C (-2.196, -2.805, -4.907)
N (-1.823, -2.337, -3.729)
H (-1.891, -5.109, -2.080)
H (-2.594, -6.058, -4.129)
H (-2.799, -4.507, -6.113)
H (-2.268, -2.073, -5.703)
C (0.525, 2.927, -0.693)
C (-0.366, 2.255, -1.667)
N (-0.773, 0.989, -1.610)
C (-1.479, 0.741, -2.773)
C (-1.530, 1.875, -3.509)
N (-0.815, 2.822, -2.813)
C (-0.596, 4.193, -3.268)
N (0.785, 4.507, -3.472)
N (1.448, 5.284, -2.570)
N (2.646, 5.443, -2.953)
C (2.831, 4.782, -4.149)
C (3.952, 4.682, -4.974)
C (3.817, 3.946, -6.129)
C (2.602, 3.325, -6.468)
C (1.484, 3.417, -5.666)
C (1.621, 4.168, -4.501)
H (0.673, 2.268, 0.154)
H (0.108, 3.874, -0.351)
H (1.491, 3.144, -1.145)
H (-1.851, -0.239, -3.014)
H (-1.982, 2.085, -4.464)
H (-0.984, 4.908, -2.544)
H (-1.139, 4.304, -4.205)
H (4.875, 5.184, -4.714)
H (4.658, 3.842, -6.802)
H (2.542, 2.763, -7.391)
H (0.556, 2.928, -5.934)

The multiplicity is 3. As for the orbital gap (alpha / beta): 5.88 / 6.41 eV. The net charge is +2. The lowest unoccupied orbital energy (alpha / beta) is -5.18 / -5.25 eV. For the total energy, the calculation gives -5680.4871 a.u.

Here are the natural (NBO) charges for atoms 1 to 4, given in e: number 1, Mo, carries 1.068; number 2, C, carries -1.139; number 3, Si, carries 1.855; number 4, C, carries -1.150